(1)
Entry from the OMol25 dataset: an isolated ion of composition C8H10N3OS and charge +1 at a distorted geometry (ωB97M-V with the def2-TZVPD basis set).

Last column: Löwdin charge in e.
Cartesian coordinates (Å):
C  2.526  -0.962  -0.182  -0.08
C  3.028  0.262  -0.642  -0.03
C  1.316  -1.242  0.316  0.02
C  2.286  1.434  -0.431  -0.04
C  0.576  -0.028  0.333  -0.25
C  0.994  1.219  -0.046  -0.26
C  -1.639  -0.513  -0.544  -0.50
C  -1.352  -0.332  1.860  -0.02
N  -1.417  -1.742  -0.719  0.21
N  -0.902  0.083  0.548  -0.24
N  -2.634  0.245  -1.052  0.19
O  -1.196  2.760  -0.509  -0.41
S  -0.504  2.164  0.592  1.20
H  3.177  -1.807  -0.510  0.14
H  4.105  0.410  -1.026  0.16
H  0.887  -2.206  0.649  0.14
H  2.689  2.359  -0.744  0.11
H  -1.033  -1.304  1.981  0.07
H  -0.799  0.392  2.620  0.15
H  -2.475  -0.201  1.759  0.14
H  -1.712  -2.136  -1.564  0.06
H  -2.906  1.147  -0.719  0.09
H  -3.015  -0.001  -1.970  0.14

As for the total charge: +1. For the max |F|, the calculation gives 5.1 eV Å⁻¹. The calculation puts the gap between HOMO and LUMO at 8.063 eV. As for the relative energy (zero: lowest compared OMol25 entry of this formula, charge and spin): 274.3 kJ/mol. As for the spin multiplicity: 1. The calculation puts the LUMO energy at -0.195 Ha. The molar mass comes out at 196.26 u. For the HOMO energy, the calculation gives -13.367 eV.

***

(2)
Entry from the OMol25 dataset: the molecule C8H10N4 at a distorted geometry (ωB97M-V with the def2-TZVPD basis set).

Last column: Löwdin charge in e.
Cartesian coordinates (Å):
C  -4.148  -0.681  -0.022  -0.14
C  -2.995  0.189  0.152  -0.31
N  -1.696  -0.432  -0.080  0.04
C  -0.559  0.317  -0.076  -0.28
N  -0.469  1.644  -0.106  0.09
C  0.776  2.273  -0.004  -0.15
C  1.969  1.633  -0.009  -0.06
C  1.951  0.239  0.010  -0.27
N  2.875  -0.721  0.100  0.08
C  2.228  -1.933  0.072  -0.17
N  0.896  -1.798  -0.140  0.10
C  0.733  -0.397  -0.113  -0.17
H  -4.066  -1.674  0.469  0.06
H  -5.154  -0.215  0.531  0.14
H  -4.444  -1.046  -1.082  0.10
H  -3.074  1.073  -0.426  0.10
H  -2.956  0.487  1.186  0.11
H  -1.567  -1.427  0.268  0.16
H  0.687  3.380  0.138  0.11
H  2.881  2.265  0.163  0.12
H  3.950  -0.594  0.129  0.21
H  2.771  -2.922  0.145  0.13

As for the total charge: 0. As for the SMILES: CCNc1nccc2[nH]cnc12. For the max |F|, the calculation gives 5.1 eV Å⁻¹. The calculation puts the gap between HOMO and LUMO at 8.492 eV. As for the relative energy (zero: lowest compared OMol25 entry of this formula, charge and spin): 49.4 kJ/mol. As for the spin multiplicity: 1. The calculation puts the LUMO energy at 0.027 Ha. The molar mass comes out at 162.20 u. For the HOMO energy, the calculation gives -7.749 eV.

***

(3)
Entry from the OMol25 dataset: the molecule C8H10N4O at a distorted geometry (ωB97M-V with the def2-TZVPD basis set).

Last column: Löwdin charge in e.
Cartesian coordinates (Å):
O  -0.713  2.426  -0.302  -0.05
C  -1.477  2.384  0.859  -0.28
C  -1.827  0.944  1.281  -0.16
C  -0.641  0.003  1.782  -0.12
C  0.297  -0.428  0.639  -0.17
C  1.500  0.283  0.225  -0.10
N  2.283  -0.074  -0.718  0.15
C  1.886  -1.076  -1.502  -0.39
N  2.451  -1.525  -2.617  0.13
C  1.721  -2.667  -2.845  -0.20
N  0.733  -2.929  -2.003  0.10
N  0.843  -1.874  -1.110  -0.04
C  -0.012  -1.578  -0.071  0.05
H  -0.432  3.278  -0.524  0.06
H  -2.416  2.902  0.620  0.11
H  -0.962  2.940  1.698  0.13
H  -2.389  0.470  0.483  0.11
H  -2.527  1.033  2.070  0.09
H  -1.111  -0.830  2.338  0.11
H  -0.016  0.617  2.473  0.11
H  1.707  1.244  0.810  0.14
H  2.012  -3.382  -3.539  0.08
H  -0.907  -2.163  -0.047  0.13

As for the total charge: 0. As for the SMILES: OCCCc1cnc2ncnn2c1. For the max |F|, the calculation gives 3.2 eV Å⁻¹. The calculation puts the gap between HOMO and LUMO at 9.439 eV. As for the relative energy (zero: lowest compared OMol25 entry of this formula, charge and spin): 57.4 kJ/mol. As for the spin multiplicity: 1. The calculation puts the LUMO energy at 0.011 Ha. The molar mass comes out at 178.19 u. For the HOMO energy, the calculation gives -9.143 eV.

***

(4)
Entry from the OMol25 dataset: C8H10N4SSbSe4Zn as an isolated structure (ωB97M-V with the def2-TZVPD basis set).

Last column: Löwdin charge in e.
Cartesian coordinates (Å):
Zn  -1.396  0.062  0.666  -0.16
C  2.983  0.091  -0.607  -0.02
C  1.494  -0.007  -0.476  -0.23
N  0.876  0.061  0.642  0.03
N  1.583  0.220  1.779  -0.02
C  0.955  0.258  3.016  -0.87
N  1.881  0.429  4.018  0.06
S  -0.639  0.064  3.259  0.75
C  0.626  -0.187  -1.680  -0.21
C  1.123  -0.483  -2.943  -0.02
C  0.208  -0.632  -3.979  -0.06
C  -1.142  -0.482  -3.725  -0.04
C  -1.552  -0.205  -2.426  -0.12
N  -0.676  -0.063  -1.445  0.03
H  3.375  0.894  0.022  0.08
H  3.280  0.318  -1.625  0.07
H  3.467  -0.844  -0.311  0.10
H  2.588  0.150  1.744  0.12
H  2.678  1.016  3.823  0.09
H  1.470  0.575  4.926  0.09
H  2.179  -0.611  -3.123  0.10
H  0.559  -0.866  -4.976  0.11
H  -1.878  -0.589  -4.509  0.11
H  -2.592  -0.102  -2.138  0.09
Se  -4.496  0.046  3.692  -0.41
Sb  -4.518  0.105  1.182  0.18
Se  -2.862  -1.825  0.609  -0.19
Se  -2.798  1.991  0.633  -0.20
Se  -6.774  0.618  3.952  -0.47

As for the total charge: -1. For the max |F|, the calculation gives 0.4 eV Å⁻¹. The calculation puts the gap between HOMO and LUMO at 3.524 eV. As for the spin multiplicity: 1. The calculation puts the LUMO energy at 0.046 Ha. The molar mass comes out at 697.25 u. For the HOMO energy, the calculation gives -2.260 eV.

***

(5)
Entry from the OMol25 dataset: the molecule C8H10NP at a distorted geometry (ωB97M-V with the def2-TZVPD basis set).

Last column: Löwdin charge in e.
Cartesian coordinates (Å):
C  -0.411  1.288  -2.566  0.05
C  -0.456  1.401  -1.216  -0.10
C  -0.115  0.271  -0.333  -0.30
N  0.391  -0.899  -0.894  0.07
C  0.425  -1.874  -0.061  -0.53
C  0.973  -3.119  -0.629  -0.10
P  -0.124  -1.460  1.707  0.98
C  -0.171  0.207  1.074  -0.42
C  -0.616  1.366  1.983  -0.21
C  -0.550  2.623  1.677  -0.03
H  -0.665  2.180  -3.074  0.04
H  0.040  0.534  -3.099  0.03
H  -0.926  2.213  -0.645  0.08
H  1.220  -2.897  -1.795  0.14
H  0.266  -3.869  -0.393  0.05
H  1.835  -3.466  -0.121  0.05
H  1.197  -1.678  2.350  -0.03
H  -1.005  0.878  2.943  0.10
H  -1.208  3.258  2.292  0.07
H  -0.100  3.042  0.798  0.05

As for the total charge: 0. As for the SMILES: C=Cc1nc(C)[pH]c1C=C. For the max |F|, the calculation gives 5.3 eV Å⁻¹. The calculation puts the gap between HOMO and LUMO at 7.879 eV. As for the relative energy (zero: lowest compared OMol25 entry of this formula, charge and spin): 219.5 kJ/mol. As for the spin multiplicity: 1. The calculation puts the LUMO energy at -0.005 Ha. The molar mass comes out at 151.15 u. For the HOMO energy, the calculation gives -8.024 eV.

***

(6)
Entry from the OMol25 dataset: C8H10NP as an isolated structure at a distorted geometry (ωB97M-V with the def2-TZVPD basis set).

Last column: Löwdin charge in e.
Cartesian coordinates (Å):
C  -2.382  -0.927  -0.408  -0.10
C  -1.696  -1.235  0.783  -0.08
C  -1.938  0.144  -1.147  -0.08
C  -0.533  -0.517  1.231  -0.06
C  -0.832  0.820  -0.685  -0.12
C  -0.208  0.646  0.504  -0.38
C  1.718  -1.288  -0.833  -0.21
C  0.964  1.530  0.806  -0.35
N  1.807  -2.234  -0.181  0.10
P  2.409  0.893  -0.293  0.77
H  -3.166  -1.390  -0.907  0.08
H  -2.141  -2.016  1.457  0.11
H  -2.470  0.379  -2.105  0.12
H  0.165  -0.798  2.036  0.11
H  -0.220  1.600  -1.157  0.09
H  0.918  2.526  0.399  0.06
H  1.254  1.487  1.810  0.05
H  1.667  -2.966  0.474  0.08
H  2.984  2.126  -0.255  -0.15
H  1.699  1.220  -1.529  -0.05

As for the total charge: 0. For the max |F|, the calculation gives 2.7 eV Å⁻¹. The calculation puts the gap between HOMO and LUMO at 8.872 eV. As for the relative energy (zero: lowest compared OMol25 entry of this formula, charge and spin): 256.8 kJ/mol. As for the spin multiplicity: 1. The calculation puts the LUMO energy at 0.032 Ha. The molar mass comes out at 151.15 u. For the HOMO energy, the calculation gives -7.989 eV.

***

(7)
Entry from the OMol25 dataset: an isolated ion of composition C8H10NS and charge +1 at a distorted geometry (ωB97M-V with the def2-TZVPD basis set).

Last column: Löwdin charge in e.
Cartesian coordinates (Å):
C  1.228  -1.614  1.546  0.02
C  1.676  -0.466  2.162  -0.03
C  0.409  -1.502  0.409  -0.03
C  1.105  0.780  1.853  0.03
C  -0.195  -0.354  0.033  -0.11
C  0.134  0.828  0.767  -0.23
C  -1.260  -0.460  -1.122  -0.23
C  -0.374  2.071  0.338  -0.32
N  -0.675  -0.898  -2.344  0.02
S  0.235  3.582  0.941  0.92
H  1.608  -2.663  1.856  0.17
H  2.402  -0.518  2.899  0.10
H  0.257  -2.348  -0.190  0.11
H  1.493  1.642  2.296  0.08
H  -1.878  -1.285  -0.687  0.14
H  -1.979  0.302  -1.155  0.09
H  -1.220  2.077  -0.389  0.10
H  -0.766  -0.158  -3.029  0.09
H  -0.989  -1.869  -2.587  0.12
H  -0.737  4.583  0.592  -0.02

As for the total charge: +1. For the max |F|, the calculation gives 3.9 eV Å⁻¹. The calculation puts the gap between HOMO and LUMO at 6.934 eV. As for the relative energy (zero: lowest compared OMol25 entry of this formula, charge and spin): 130.1 kJ/mol. As for the spin multiplicity: 1. The calculation puts the LUMO energy at -0.222 Ha. The molar mass comes out at 152.24 u. For the HOMO energy, the calculation gives -12.978 eV.

***

(8)
Entry from the OMol25 dataset: the molecule C8H10O at a distorted geometry (ωB97M-V with the def2-TZVPD basis set).

Last column: Löwdin charge in e.
Cartesian coordinates (Å):
C  -2.237  0.589  0.455  -0.08
C  -0.845  0.594  1.180  -0.24
C  0.214  1.474  0.279  -0.14
O  0.302  2.640  -0.320  0.00
C  0.602  0.145  -0.334  -0.42
C  1.601  -0.565  -1.005  -0.13
C  0.975  -2.073  -0.900  -0.06
C  -0.094  -2.121  0.063  -0.05
C  -0.049  -0.656  0.707  -0.33
H  -2.403  1.771  -0.122  0.16
H  -2.101  -0.258  -0.465  0.13
H  -2.841  0.300  1.439  0.10
H  -0.758  0.353  2.344  0.17
H  -0.117  -0.091  -1.138  0.16
H  1.901  -0.391  -1.944  0.08
H  2.312  -0.576  -0.112  0.14
H  0.821  -2.942  -1.837  0.16
H  -1.149  -2.813  0.314  0.17
H  0.930  -0.798  1.416  0.17

As for the total charge: 0. As for the SMILES: C[C@@H]1C(=O)[C@H]2CC=C[C@H]12. For the max |F|, the calculation gives 7.9 eV Å⁻¹. The calculation puts the gap between HOMO and LUMO at 9.389 eV. As for the relative energy (zero: lowest compared OMol25 entry of this formula, charge and spin): 898.7 kJ/mol. As for the spin multiplicity: 1. The calculation puts the LUMO energy at 0.005 Ha. The molar mass comes out at 122.17 u. For the HOMO energy, the calculation gives -9.254 eV.

***

(9)
Entry from the OMol25 dataset: the molecule C8H10O at a distorted geometry (ωB97M-V with the def2-TZVPD basis set).

Last column: Löwdin charge in e.
Cartesian coordinates (Å):
C  -0.757  -0.682  1.696  -0.02
C  -0.018  -0.710  0.391  -0.49
C  1.384  -0.842  0.635  -0.02
C  2.170  -0.189  -0.238  0.00
C  1.396  0.636  -1.158  -0.28
O  1.632  1.354  -2.069  0.11
C  -0.309  0.391  -0.592  -0.26
C  -1.205  1.583  -0.597  -0.04
C  -0.597  -1.080  -0.932  0.01
H  -0.531  0.413  2.142  0.14
H  -0.383  -1.500  2.313  0.08
H  -1.775  -0.713  1.527  0.05
H  1.726  -1.458  1.423  0.11
H  3.272  -0.095  -0.088  0.13
H  -1.523  1.858  0.541  0.12
H  -2.146  1.492  -1.256  0.10
H  -0.783  2.409  -1.105  0.05
H  0.070  -1.555  -1.642  0.12
H  -1.623  -1.313  -0.990  0.10

As for the total charge: 0. As for the SMILES: C[C@]12C=CC(=O)[C@@]1(C)C2. For the max |F|, the calculation gives 4.7 eV Å⁻¹. The calculation puts the gap between HOMO and LUMO at 9.133 eV. As for the relative energy (zero: lowest compared OMol25 entry of this formula, charge and spin): 275.6 kJ/mol. As for the spin multiplicity: 1. The calculation puts the LUMO energy at 0.014 Ha. The molar mass comes out at 122.17 u. For the HOMO energy, the calculation gives -8.755 eV.

***

(10)
Entry from the OMol25 dataset: a 2-piece molecular cluster, C8H10O2 overall at a distorted geometry (ωB97M-V with the def2-TZVPD basis set).

Last column: Löwdin charge in e.
Cartesian coordinates (Å):
C  1.681  0.218  -1.784  -0.10
C  0.468  -0.072  -2.424  -0.10
C  -0.335  -1.101  -1.966  -0.10
C  0.008  -1.845  -0.837  -0.10
C  1.263  -1.651  -0.276  -0.08
C  2.088  -0.584  -0.717  -0.08
H  2.271  1.021  -2.203  0.10
H  0.254  0.470  -3.391  0.12
H  -1.234  -1.275  -2.520  0.10
H  -0.575  -2.666  -0.438  0.11
H  1.576  -2.244  0.536  0.09
H  3.027  -0.381  -0.250  0.09
C  -1.676  1.852  2.711  0.00
C  -1.254  0.764  1.807  -0.52
O  -1.720  -0.377  1.742  0.06
O  -0.287  1.172  0.895  0.04
H  -2.276  1.401  3.468  0.08
H  -0.811  2.294  3.225  0.10
H  -2.279  2.596  2.200  0.10
H  -0.190  0.407  0.222  0.10

As for the total charge: 0. As for the SMILES: c1ccccc1.CC(=O)O. For the max |F|, the calculation gives 3.3 eV Å⁻¹. The calculation puts the gap between HOMO and LUMO at 10.525 eV. As for the relative energy (zero: lowest compared OMol25 entry of this formula, charge and spin): 33.1 kJ/mol. As for the spin multiplicity: 1. The calculation puts the LUMO energy at 0.035 Ha. The molar mass comes out at 138.17 u. For the HOMO energy, the calculation gives -9.561 eV.

***

> What is the gap between HOMO and LUMO in the first record?

8.063 eV